The following is a DFT calculation (the ωB97M-V functional and the def2-TZVPD basis) of 9 unconnected molecules or ions with the total composition C24H42N2O11S2 at a distorted geometry.

Its structure (SMILES) is CCN(CC)C(=S)SCCCc1cccc2c1C(=O)N(CC(=O)c1ccccc1)C2=O.O.O.O.O.O.O.O.O. As for the largest force on an atom: 1.4 eV/A. Its orbital gap is 7.59 eV.

```
81
Properties=species:S:1:pos:R:3:forces:R:3:lowdin_charge:R:1
C 3.850 -1.412 1.922 -0.1659 -0.1053 0.1139 -0.0898
C 4.282 -0.323 0.946 0.2005 0.0463 0.1660 -0.2216
N 4.192 -0.655 -0.492 -0.1355 -0.1767 0.0055 -0.2192
C 4.781 -1.956 -0.833 0.0559 -0.1992 -0.3321 -0.2699
C 5.073 -2.069 -2.326 0.4703 0.1827 0.2924 -0.0858
C 2.897 -0.508 -1.016 -0.4536 0.1875 0.2650 -1.0306
S 1.679 -1.576 -0.873 0.1029 -0.0798 -0.2676 0.7792
S 2.578 0.970 -2.005 0.1466 0.2878 -0.0234 0.8929
C 2.234 2.343 -0.836 -0.3391 -0.1982 0.1216 -0.4256
C 0.737 2.731 -0.768 0.4880 0.5234 0.4174 -0.2169
C 0.345 3.216 0.650 0.4275 -0.4795 -0.1395 -0.1146
C -0.132 2.111 1.568 -0.1429 0.4465 -0.0528 -0.1269
C 0.595 0.943 1.824 0.1910 0.3002 -0.1914 -0.0112
C 0.138 -0.056 2.662 -0.0743 -0.2513 0.0227 -0.0309
C -1.107 0.039 3.279 -0.0454 -0.0891 0.1960 0.0144
C -1.836 1.166 3.010 -0.4578 0.8884 -0.0027 -0.0738
C -1.366 2.196 2.186 -0.0830 -0.0759 0.2411 -0.0356
C -2.446 3.254 2.138 0.3851 -1.1281 0.0631 -0.3293
O -2.380 4.424 1.947 -0.0607 0.2309 -0.4014 0.1715
N -3.669 2.534 2.490 -0.3190 1.0711 0.5739 0.0341
C -4.245 1.957 1.281 -0.6007 -0.0671 -0.5408 -0.0659
C -5.598 1.274 1.544 0.1514 -0.4152 0.0132 -0.3247
O -6.600 1.902 1.738 -0.0687 0.2030 0.0714 0.1462
C -5.583 -0.240 1.506 -0.0421 0.9682 0.1229 -0.1725
C -5.509 -0.932 2.708 -0.0393 -0.0616 -0.3414 -0.0251
C -5.457 -2.318 2.666 0.0490 0.3817 0.2671 -0.0740
C -5.475 -2.968 1.444 -0.0221 -0.4561 0.3097 -0.0864
C -5.561 -2.267 0.254 0.0280 -0.0627 -0.0671 -0.0639
C -5.614 -0.878 0.280 0.1639 -0.6275 -0.0865 -0.0265
C -3.213 1.590 3.473 1.0398 -0.7798 -0.4853 -0.3429
O -3.764 1.293 4.488 -0.4750 -0.1829 -0.0719 0.1601
H 2.836 -1.774 1.744 -0.0150 0.0818 -0.1120 0.0377
H 3.874 -1.018 2.940 0.0616 0.0439 -0.0361 0.0825
H 4.509 -2.279 1.891 0.0475 0.0436 -0.0442 0.0718
H 3.706 0.584 1.134 0.0236 0.0042 -0.1048 0.0872
H 5.325 -0.069 1.148 0.0021 0.0374 -0.0780 0.1216
H 5.718 -2.081 -0.290 -0.0503 0.2982 0.1670 0.1234
H 4.120 -2.774 -0.524 0.0831 -0.0446 0.0575 0.0873
H 5.776 -2.892 -2.452 -0.2353 -0.1562 -0.2472 0.0802
H 5.571 -1.173 -2.704 -0.0708 0.0893 0.1464 0.0794
H 4.183 -2.254 -2.915 -0.0052 -0.0348 -0.0995 0.0496
H 2.622 2.085 0.146 0.1111 -0.1005 -0.0859 0.0513
H 2.814 3.189 -1.196 0.1075 -0.0372 0.0155 0.0456
H 0.636 3.589 -1.429 -0.2722 -0.1976 -0.2657 0.0969
H 0.086 1.937 -1.125 -0.0244 -0.0427 0.0500 0.1034
H 1.238 3.672 1.093 -0.1042 0.1241 0.0618 0.1282
H -0.405 3.998 0.583 -0.0729 -0.0591 0.0603 0.1058
H 1.557 0.820 1.348 -0.0068 -0.0872 0.0170 0.0739
H 0.757 -0.933 2.809 -0.0723 -0.0158 0.0713 0.1033
H -1.506 -0.736 3.918 0.2040 -0.0276 -0.0780 0.0944
H -3.583 1.235 0.781 0.1491 0.0037 0.2053 0.1361
H -4.435 2.765 0.571 0.0027 0.1026 0.1477 0.1443
H -5.484 -0.364 3.629 -0.0267 -0.1829 0.0863 0.1094
H -5.392 -2.863 3.600 -0.0178 -0.1355 -0.0939 0.1028
H -5.422 -4.051 1.442 -0.0142 0.0270 -0.1595 0.1045
H -5.567 -2.823 -0.675 -0.0068 0.1238 -0.0385 0.0828
H -5.653 -0.335 -0.656 -0.0444 0.1580 0.0908 0.1201
O -0.276 1.827 -3.884 -0.0173 -0.1263 -0.0172 -0.0641
H 0.483 1.436 -3.433 -0.0720 -0.0255 0.0647 -0.0462
H -0.724 1.076 -4.288 0.0049 0.0170 -0.0203 0.0398
O 4.149 5.276 -1.927 -0.1050 0.1254 -0.0615 -0.0446
H 3.808 6.109 -1.580 0.0353 -0.0211 0.0607 0.0554
H 4.897 5.533 -2.476 0.0083 -0.0518 0.0003 0.0552
O 3.289 -4.469 -2.826 -0.2418 -0.1828 0.0243 -0.0573
H 2.759 -4.736 -3.584 0.0258 0.0071 -0.0167 0.0491
H 2.687 -3.934 -2.295 0.0546 0.0326 0.0024 -0.0157
O -0.190 -4.684 -1.972 0.1436 -0.0214 -0.0776 -0.0589
H 0.333 -4.005 -1.532 -0.0878 0.0432 0.0763 -0.0298
H 0.385 -5.456 -1.988 -0.0354 -0.0318 0.0366 0.0333
O 3.348 0.935 -5.443 0.0213 0.0622 0.0251 -0.0646
H 4.261 1.152 -5.231 0.0060 -0.0357 -0.0061 0.0342
H 2.866 1.119 -4.630 -0.0040 -0.1059 -0.0510 -0.0499
O 1.869 4.076 -3.575 -0.0108 0.1324 0.0806 -0.0496
H 2.455 4.718 -3.154 0.1436 -0.1238 -0.0142 0.0089
H 2.401 3.276 -3.631 0.0305 0.0693 -0.1674 -0.0009
O -1.056 -2.650 5.020 -0.0860 -0.1069 0.0711 -0.0552
H -1.196 -3.581 4.818 0.0330 0.0080 -0.0335 0.0431
H -1.766 -2.430 5.632 0.0434 0.0184 0.0331 0.0445
O -5.462 -4.000 -2.840 -0.0491 0.0587 -0.0715 -0.0589
H -5.126 -4.553 -3.552 0.0473 -0.0328 0.0544 0.0375
H -5.900 -3.272 -3.291 -0.0166 -0.0062 0.0146 0.0361
```
Positions in Å, forces in eV/Å.

The following is a DFT calculation (the ωB97M-V functional and the def2-TZVPD basis) of a single C3H6O4 molecule at a distorted geometry.

For the energy relative to the best compared isomer or geometry (same formula, charge and spin), the calculation gives 301.2 kJ/mol. Its structure (SMILES) is CO[C@@]1(O)O[C@@H]1O. As for the largest force on an atom: 5.3 eV/A. Its orbital gap is 9.67 eV.

```
13
Properties=species:S:1:pos:R:3:forces:R:3:lowdin_charge:R:1
C 0.970 0.168 1.949 -4.9765 1.4107 -1.2733 -0.0475
O 1.115 -0.159 0.546 -0.0756 0.9158 0.6199 -0.0589
C 0.080 0.198 -0.286 -0.3267 -3.5373 -1.1342 -0.5797
O -1.114 0.545 0.337 -0.0835 -0.0826 -0.7658 0.0677
O 0.417 0.816 -1.457 0.5934 0.6184 -1.3902 0.1124
C 0.041 -0.574 -1.632 -1.1312 1.7458 3.6934 -0.2143
O -1.215 -0.782 -2.149 -0.2693 1.0488 -0.3036 0.0361
H 0.726 1.291 2.068 1.1000 -1.5412 -0.0088 0.1137
H 1.834 -0.189 2.420 0.8787 -0.3872 0.8721 0.0635
H -0.093 -0.284 2.251 2.6998 0.4310 0.0722 0.1261
H -1.864 0.231 -0.231 0.9686 0.2012 0.9608 0.1247
H 0.727 -1.346 -1.858 0.9340 -0.2173 -0.4758 0.1520
H -1.624 0.086 -1.957 -0.3116 -0.6061 -0.8667 0.1044
```
Positions in Å, forces in eV/Å.

The following is a DFT calculation (the ωB97M-V functional and the def2-TZVPD basis) of a molecular structure, C16H23N2 at a distorted geometry.

For the energy relative to the best compared isomer or geometry (same formula, charge and spin), the calculation gives 52.9 kJ/mol. As for the largest force on an atom: 2.6 eV/A. The total charge is +1. Its orbital gap is 8.96 eV.

```
41
Properties=species:S:1:pos:R:3:forces:R:3:lowdin_charge:R:1
C 0.844 1.265 -2.084 0.2807 0.8280 0.5472 -0.0313
C 0.630 0.202 -1.024 1.2917 -2.0221 -1.0974 -0.0731
C -0.826 -0.334 -0.971 0.1427 0.4596 0.7403 -0.1268
C -1.368 -1.517 -1.585 0.2744 -0.4746 0.6092 -0.1922
C -0.639 -2.365 -2.592 0.4941 0.0539 -0.1265 -0.0418
C -2.667 -1.945 -1.255 0.5780 0.5709 -0.0776 0.0029
C -3.491 -1.194 -0.416 0.3947 0.6063 -0.1144 -0.2575
C -4.856 -1.653 -0.042 -0.4855 -0.3243 0.2285 -0.0431
C -3.003 0.032 0.032 0.3010 0.2306 -0.2257 0.0088
C -1.713 0.488 -0.291 -0.6771 0.2964 0.9662 -0.2148
C -1.260 1.861 0.178 0.0804 0.1096 0.1530 -0.0248
H 1.463 0.955 -2.950 -0.3452 -0.1225 0.6712 0.1070
H -0.122 1.653 -2.442 0.4782 -0.1365 0.1424 0.0976
H 1.376 2.067 -1.555 -0.1580 0.1955 -0.7536 0.0633
H 1.317 -0.646 -1.143 -0.4117 0.2556 -0.4852 0.1179
H -1.178 -3.286 -2.842 0.0309 0.3031 0.2123 0.0849
H -0.506 -1.813 -3.528 0.0080 -0.0124 0.0572 0.0909
H 0.359 -2.657 -2.259 0.0914 0.0073 0.0343 0.0751
H -3.032 -2.897 -1.658 0.1794 0.4366 0.0128 0.1295
H -5.352 -0.958 0.634 0.0972 0.0046 0.0115 0.0806
H -5.528 -1.799 -0.893 0.2550 0.1034 -0.1042 0.0925
H -4.797 -2.622 0.455 -0.0276 -0.0480 0.0894 0.0887
H -3.618 0.665 0.668 -0.0151 -0.1085 -0.1882 0.1203
H -1.906 2.255 0.976 0.1957 -0.1439 -0.3582 0.0921
H -0.230 1.813 0.564 -0.6134 0.2078 0.0148 0.0565
H -1.245 2.592 -0.655 -0.1779 -0.3723 0.3877 0.0973
C 1.610 -1.637 1.447 -0.2706 -0.2402 -0.1831 0.0361
C 2.056 -0.244 1.283 0.2071 0.1496 0.9301 -0.3041
N 1.673 0.685 0.422 -0.4170 -0.6450 -0.4908 0.0852
C 2.441 1.828 0.737 -0.9207 0.9995 -1.1261 -0.0201
C 3.179 1.619 1.841 0.5195 -0.7903 0.6277 -0.2381
C 4.110 2.490 2.645 0.1191 0.4581 -0.1398 -0.0094
N 2.944 0.276 2.162 -0.5880 0.9330 -1.0347 0.1758
H 0.933 -1.913 0.647 -0.1696 -0.1538 0.0242 0.0759
H 2.470 -2.314 1.430 -0.1377 0.0562 0.0733 0.1063
H 1.089 -1.719 2.406 0.0291 -0.1962 -0.1735 0.1095
H 2.421 2.738 0.136 -0.2117 -0.4204 0.2974 0.1342
H 4.261 3.466 2.162 -0.1373 -0.4079 -0.0829 0.0923
H 3.729 2.737 3.645 -0.1533 -0.3442 -0.2448 0.0916
H 5.109 2.053 2.779 -0.3358 -0.1030 -0.1564 0.0908
H 3.323 -0.227 2.937 0.2050 -0.1991 0.3326 0.1735
```
Positions in Å, forces in eV/Å.

The following is a DFT calculation (the ωB97M-V functional and the def2-TZVPD basis) of a single C4H8O3S molecule at a distorted geometry.

For the energy relative to the best compared isomer or geometry (same formula, charge and spin), the calculation gives 278.4 kJ/mol. Its structure (SMILES) is OCCOCC(O)=S. As for the largest force on an atom: 4.0 eV/A. Its orbital gap is 8.30 eV.

```
16
Properties=species:S:1:pos:R:3:forces:R:3:lowdin_charge:R:1
O -0.695 0.399 -1.875 1.4685 -1.6856 -1.8001 -0.1510
C 0.380 1.035 -1.065 -0.0176 -2.4688 0.7849 -0.1345
C 1.394 -0.111 -0.500 -0.0742 0.5673 -0.3900 -0.1442
O 0.812 -1.266 0.190 -0.2037 1.7396 -1.6632 -0.1573
C 0.122 -0.901 1.359 -0.7679 0.1988 0.9021 -0.2063
C -1.298 -0.117 1.297 -0.5425 -0.3402 1.5638 -0.8305
O -2.044 0.106 0.251 0.4765 -0.1913 -2.9619 -0.0906
S -2.121 0.258 2.712 1.5796 -0.4162 -0.3680 0.6309
H -0.395 -0.401 -2.522 -0.5542 2.9607 2.5568 0.1998
H 0.975 1.732 -1.676 -0.3915 -0.1874 0.2730 0.1157
H -0.168 1.536 -0.207 0.7720 -0.4046 -1.3156 0.1298
H 2.055 0.376 0.250 -0.1677 -0.0091 -0.5648 0.1182
H 2.044 -0.450 -1.392 -1.1624 0.0703 1.5380 0.1413
H -0.153 -1.845 1.854 -0.0716 0.2209 -0.3561 0.1209
H 0.826 -0.444 2.107 -0.8495 0.2803 -0.7398 0.1307
H -1.732 0.092 -0.783 0.5062 -0.3347 2.5409 0.1270
```
Positions in Å, forces in eV/Å.

The records above yield HOMO level values of -8.9, -9.1, -11.7, -8.1 eV, respectively.